No. 1
# C22H70N2O13

A cluster of 13 separate species, C22H70N2O13 in total in a non-equilibrium geometry (ωB97M-V/def2-TZVPD, OMol25).

As for the LUMO energy: -0.0337 eV. As for the HOMO energy: -8.84 eV. For the energy relative to the best compared isomer or geometry (same formula, charge and spin), the calculation gives 86.6 kcal/mol. As for the net charge: 0. The value obtained for the HOMO-LUMO gap is 8.8 eV. The calculation puts the total energy at -1967.5254 hartree.

Each line ends with the Mulliken charge.
Element x y z (Å)
H (1.3594, 2.7340, -2.8387)  0.0557
H (1.3306, -3.0081, -3.2515)  0.4647
H (4.8977, 0.5819, -3.8464)  0.3266
H (-1.2326, -1.5491, -1.0921)  0.3584
H (-4.4136, -1.2465, 3.2864)  0.3741
N (-0.1671, -4.2411, -0.3797)  -0.3155
O (-1.9649, -2.5660, -3.4354)  -0.6043
H (-1.1103, 2.1061, 4.4968)  0.3340
H (-2.7243, 2.4404, 2.1459)  0.0754
C (-1.0982, -0.9232, -0.1755)  0.5737
O (3.2390, 2.6563, -3.4667)  -0.6142
H (-4.0789, -2.9029, 3.5188)  0.4120
H (0.6911, 5.0372, 0.4262)  0.4518
H (-2.9958, 1.5624, -0.1606)  -0.8281
H (-2.0786, -0.6427, 0.2103)  -0.5430
H (-1.9793, -1.6716, -3.8074)  0.2043
H (2.8040, -5.0921, 0.1007)  0.2466
H (-4.1563, 2.4541, 0.4974)  0.6543
N (1.8255, -4.6989, 0.1730)  -0.1908
H (0.7327, -1.3228, 2.5013)  -0.9151
H (-3.2495, 1.1506, 3.2785)  0.4653
H (3.1739, 1.3890, -0.0628)  0.1366
H (-1.4136, -1.4705, 4.9209)  0.3541
H (0.6066, -1.4800, -3.4756)  0.4664
C (2.2945, 2.4114, -2.4857)  0.2800
O (1.1370, -3.2987, 2.6644)  -0.6937
H (1.3029, 3.6373, -0.2102)  -0.2571
H (2.7039, -0.8927, 1.2096)  -0.4248
C (-2.2826, -1.7029, 3.3037)  0.2884
H (-3.8807, -2.1703, 1.9764)  0.3438
H (-0.6017, -4.2157, -3.5767)  0.3739
H (-0.8244, 1.1906, -0.9026)  -0.9848
C (-1.0780, 1.5105, -3.4862)  -0.1722
C (-4.7600, 0.3177, 0.2627)  -1.0846
H (-0.9244, -4.3515, -1.0951)  0.2670
H (-1.5263, 4.6259, 1.0081)  0.5166
O (-1.8391, 2.5298, 4.0020)  -0.6562
C (0.9310, -4.9081, -0.6834)  0.4265
C (1.5452, -2.0046, 2.5118)  1.2792
O (0.1598, 0.7493, 0.7698)  2.0162
H (-3.7803, 2.5757, -1.8113)  0.3458
C (0.5154, 0.6664, 4.2957)  -0.8934
C (-0.6708, -3.1117, -3.7660)  -1.1223
H (-0.2409, -3.4783, 0.1892)  0.1575
C (3.4263, -1.5559, -1.9264)  -0.0808
O (-4.2874, 1.8022, -1.4690)  -0.6542
H (0.5264, 4.9063, -2.0056)  0.3526
H (4.0287, -1.5504, -0.9852)  0.4513
C (-3.7190, -2.0144, 3.0239)  -1.7622
H (-0.7007, -1.5547, 0.5760)  -1.0031
C (4.0649, -1.0760, -3.1986)  -0.6674
H (0.7444, 0.9984, 3.2852)  0.6077
H (3.0523, -2.5804, -2.0185)  0.2182
C (-2.3310, 0.5612, -3.6033)  0.1686
H (4.6285, -1.7899, -3.7780)  0.5083
H (-2.5286, 0.1187, -2.6784)  -0.0190
H (0.3805, -2.4562, -1.9476)  -0.3978
O (-2.0033, -0.2946, -4.7422)  -0.6121
H (1.0894, 1.0411, 0.6266)  -0.9139
C (-4.0526, 1.5884, -0.1272)  0.8692
H (0.7901, -3.3604, 3.4972)  0.3125
H (-1.2049, 2.3933, -2.7023)  -0.0362
O (1.1816, -5.7236, -1.8154)  -0.7500
C (0.4442, -2.4389, -3.0245)  0.0892
H (-0.5813, -3.0438, -4.8724)  0.3557
H (4.2444, 1.9109, 1.7951)  0.5400
H (2.0802, -1.7199, 3.4259)  0.7097
H (0.5891, 0.0899, -1.1346)  -1.7811
O (0.7711, 1.7311, 5.1904)  -0.5697
O (-2.2237, -1.1108, 4.5785)  -0.5920
H (2.1473, 1.3856, -2.2321)  -0.3106
O (2.5131, 1.6536, 0.5418)  -0.5111
C (0.3570, 4.2309, -0.2140)  0.0815
C (-0.2703, 0.3142, -0.5137)  3.0243
H (3.0143, 0.8597, 2.5093)  -0.0492
O (4.8569, 0.0896, -2.9945)  -0.5602
H (3.1903, -2.5723, 1.4256)  0.8015
H (2.6551, -0.8956, -1.6006)  -0.5049
H (-0.1994, 0.9722, -3.0865)  -0.3394
H (1.6123, -4.1283, 0.9914)  0.0573
H (-5.8191, 0.5061, 0.2355)  0.4494
H (-1.5493, 3.2147, 0.2562)  -0.4507
H (1.3815, 2.7111, 2.3553)  -0.0929
H (2.6738, 3.8948, 2.0469)  0.3690
C (2.3706, -1.9123, 1.2679)  -0.9841
H (-1.6774, -2.5209, 3.2815)  0.6179
H (1.0837, -0.2713, 4.4678)  0.2825
H (2.6974, 2.9673, -1.6028)  0.1806
C (-2.4175, 1.7430, 2.9559)  -0.0698
H (1.7460, -2.0800, 0.3781)  -0.0462
H (1.7551, 1.7825, 5.1536)  0.3987
H (-4.5706, 0.0866, 1.3256)  -0.0076
H (-3.2991, 1.0746, -3.9028)  0.2523
H (-1.8462, -1.0396, 2.4957)  -0.0999
C (2.4085, 2.8919, 2.4045)  -1.0710
H (-0.5634, 3.2396, 1.6444)  0.0246
H (-0.5003, 0.3782, 4.1824)  0.1561
H (3.2690, -0.8702, -3.9153)  0.2707
C (-0.8422, 3.8034, 0.7127)  -0.1081
C (3.1635, 1.7710, 1.8351)  0.0870
O (-0.1658, 4.4711, -1.4953)  -0.5743
H (-0.8092, 1.9670, -4.4567)  0.4927
H (2.8453, 2.4154, -4.3267)  0.3522
H (-1.6016, 1.1462, 2.5139)  -0.4362
H (-2.2404, 0.0791, -5.6124)  0.3203
H (-4.4947, -0.5967, -0.2289)  0.3179
H (2.5390, 2.9895, 3.4917)  0.3874

***

No. 2
# C34H54O25S

A cluster of 9 separate species, C34H54O25S in total in a non-equilibrium geometry (ωB97M-V/def2-TZVPD, OMol25).

As for the LUMO energy: -0.0593 eV. As for the HOMO energy: -9.16 eV. For the energy relative to the best compared isomer or geometry (same formula, charge and spin), the calculation gives 88.3 kcal/mol. As for the net charge: 0. The value obtained for the HOMO-LUMO gap is 9.1 eV. The calculation puts the total energy at -3607.0956 hartree.

Each line ends with the Mulliken charge.
Element x y z (Å)
H (3.8795, 1.6108, 6.3143)  0.3115
C (-2.0372, -10.0268, -1.5701)  0.6847
C (5.5209, 1.2013, 4.7357)  0.4917
H (-4.0966, 2.7527, 4.9041)  0.3757
C (-7.7362, 1.6146, -0.4430)  -0.4012
O (-0.9270, -1.4047, -8.1143)  -0.3435
O (-1.8329, 4.9593, 5.9707)  -0.3476
O (6.2297, 2.4719, 4.7959)  -0.3472
H (3.3936, 1.0960, 4.6483)  0.2609
C (11.4702, 0.8101, -1.2386)  -0.3788
H (-4.4096, 4.4876, 5.3705)  0.3533
H (-3.0807, -4.1870, 3.3661)  0.2879
H (1.0175, 0.1040, -2.5973)  0.3017
O (-0.2609, -0.4616, 0.7280)  -0.6201
H (-0.3865, -11.0717, 0.5704)  0.2743
H (12.2899, 1.4770, -0.9714)  0.2881
C (2.7247, 9.7399, -2.0037)  0.6419
H (-3.7066, 3.2569, 6.4811)  0.3378
C (-2.3193, 3.9565, 5.0880)  0.3952
H (6.0964, 0.4315, 6.7278)  0.3271
H (-3.0753, 5.0099, 3.3561)  0.2666
H (-1.4732, -1.8222, -1.3862)  0.3029
H (4.1797, 6.1918, -3.6754)  0.3800
C (-3.1737, -0.8800, -7.6586)  -1.4211
C (0.7064, 0.6021, -1.6791)  -0.8280
O (-6.2107, -3.6927, 3.0289)  -0.3515
O (-7.3050, 2.3167, -2.5483)  -0.3371
H (-10.1362, 0.6724, -1.6086)  0.3705
O (2.4456, 10.9027, -1.8314)  -0.5573
C (-4.0985, -4.5225, 3.5648)  -0.4415
H (2.0024, 7.2816, -3.1166)  0.2973
H (2.6710, 6.8457, -1.0109)  0.3026
O (9.4401, 0.4175, -0.2601)  -0.3589
H (11.7833, -0.0137, -1.8800)  0.2821
H (4.9751, 7.8427, -3.8326)  0.3442
H (12.1377, -1.1456, 0.8000)  0.3691
H (-1.5629, 1.2072, -9.4983)  0.2945
O (-1.2552, 5.6018, 4.0032)  -0.3159
H (-0.2701, 1.0345, -1.8976)  0.3015
O (-6.5211, 2.2829, -0.5519)  -0.2995
O (8.1132, 1.6764, -1.6163)  -0.5464
S (0.6469, -0.8203, -0.4863)  0.4856
H (-8.9693, 2.9891, -1.5929)  0.2522
H (-8.7994, 0.1222, -2.4336)  0.3636
C (-0.4042, -1.9715, -1.5378)  -0.8642
C (0.2112, -0.6238, -8.0689)  0.6753
O (-1.0809, -9.7189, -0.6779)  -0.3455
C (11.1246, -1.1174, 0.3990)  -1.4502
H (-4.8698, -3.5787, 6.0415)  0.3831
H (-9.7590, 1.3314, -3.3032)  0.3356
H (-7.5019, 0.5502, -0.4283)  0.3094
H (-4.5742, -2.4825, 3.7043)  0.2811
O (4.1008, 2.9446, 4.7724)  -0.2945
C (9.1883, 1.3012, -1.2021)  0.6857
C (-1.2649, -10.4270, 0.5400)  -0.4251
H (-1.6175, 3.1235, 5.1310)  0.2823
C (4.1450, 1.5987, 5.2572)  -0.4843
H (-6.3025, -2.5551, 5.4710)  0.3460
H (5.4978, 0.8420, 3.7069)  0.2638
H (-8.1986, 1.9948, 0.4679)  0.2580
C (-1.1727, 5.8543, 5.2725)  0.7020
H (-3.4745, -13.1067, 0.6605)  0.3626
O (-0.0504, 0.6217, -8.3367)  -0.2955
C (-1.4135, 0.7506, -8.5199)  -0.4572
C (-6.3312, 2.7749, -1.7733)  0.6743
H (-0.1352, -3.0195, -1.4054)  0.3297
H (-4.0694, -0.3440, -7.9724)  0.3715
C (4.0564, 7.2573, -3.8694)  -1.4143
O (-0.6591, 6.8360, 5.7975)  -0.5998
H (-1.8614, -13.2916, 0.0205)  0.3495
H (11.1545, 0.8726, 0.9157)  0.2137
H (4.3784, 7.5341, -1.3325)  0.3023
C (-5.1078, -3.4032, 3.9402)  0.4686
C (-5.7722, -4.4240, 2.0169)  0.6828
C (10.7928, 0.3264, 0.0445)  0.5461
C (-2.4809, -12.6586, 0.6558)  -1.4078
O (2.9472, 8.9026, -0.9816)  -0.3042
C (-8.4131, 2.0598, -1.7151)  0.4578
H (-2.9518, -0.5566, -6.6416)  0.3433
H (10.4938, -1.6669, 1.0977)  0.3466
H (1.4610, 1.3437, -1.4171)  0.3159
C (2.9855, 7.7236, -2.9549)  0.3809
H (-4.0267, -5.3605, 4.2582)  0.2574
H (-1.8428, 3.8206, 2.9930)  0.3268
C (-5.7099, -3.4628, 5.3567)  -1.3509
C (6.1845, 0.2127, 5.6636)  -1.3948
C (-9.3933, 1.0294, -2.3218)  -1.4124
H (-3.4709, -10.7412, 0.8703)  0.2580
C (3.2978, 7.6263, -1.4419)  -0.3944
H (-6.4169, -4.2700, 5.5486)  0.3379
O (-6.3992, -4.5218, 0.9840)  -0.5723
C (-3.7480, 3.6256, 5.4562)  -1.3427
H (-0.2109, -1.8649, -2.6052)  0.2758
H (11.0074, -1.7561, -0.4765)  0.3587
H (-2.1500, -0.9306, -9.6175)  0.2833
O (1.3188, -1.0633, -7.7761)  -0.5813
O (5.6129, 4.6396, 4.7515)  -0.5694
H (-1.1324, -9.7516, 1.3853)  0.2828
O (10.3953, 1.5801, -1.7861)  -0.3560
H (5.7451, -0.7673, 5.4778)  0.4133
H (-2.1352, -12.7856, 1.6817)  0.3737
C (-2.0013, -0.6141, -8.5851)  0.4776
C (-2.1643, 4.5488, 3.7377)  -0.4335
O (-5.3625, 3.4158, -2.1107)  -0.5715
H (3.7246, 7.5021, -4.8784)  0.3628
O (-2.8808, -10.9422, -1.0438)  -0.3478
C (-2.6310, -11.1756, 0.3282)  0.4819
H (-3.4629, -1.9256, -7.5531)  0.3423
O (-2.1993, -9.3864, -2.5834)  -0.5414
C (5.3246, 3.4598, 4.7500)  0.6615
H (7.1892, -0.0822, 5.3606)  0.3611
H (-1.8064, 1.2979, -7.6631)  0.3101
O (-4.6181, -5.0155, 2.3276)  -0.3289
O (2.8124, 9.1420, -3.2144)  -0.3418